(w)
{
  "formula": "C41H41CsN8O3S2",
  "method": "ωB97M-V with the def2-TZVPD basis set",
  "orbital_gap_ev": 5.59,
  "homo_ev": -2.0,
  "charge": -2,
  "elements": ["C", "C", "H", "C", "C", "H", "C", "N", "C", "C", "C", "C", "C", "N", "H", "C", "C", "H", "N", "C", "H", "C", "C", "C", "C", "H", "H", "H", "H", "C", "H", "H", "C", "C", "C", "H", "H", "C", "H", "C", "H", "C", "N", "C", "H", "S", "H", "C", "H", "H", "H", "H", "H", "C", "H", "H", "C", "C", "H", "C", "C", "N", "C", "H", "C", "O", "C", "S", "H", "O", "H", "C", "H", "C", "H", "H", "N", "Cs", "N", "C", "H", "H", "C", "H", "O", "H", "N", "C", "H", "H", "H", "H", "C", "C", "H", "H"],
  "coordinates": [[-4.8812, -0.3015, 1.1481], [2.2718, 4.2950, 1.3159], [-2.6618, -0.7808, -2.5271], [-0.4772, 4.7282, 4.2477], [-0.8960, 6.1513, 2.3691], [7.0146, -2.7081, 0.3045], [-0.9345, 4.8813, 2.9399], [0.8417, -0.6027, -4.0636], [-0.4103, 7.2434, 3.0765], [-1.6944, -1.0989, -2.9198], [5.1806, -3.7605, 0.0102], [-4.8156, -1.4837, 0.3467], [2.1276, -6.6773, -0.1002], [3.4147, 0.0098, -0.5171], [5.9781, -0.4593, 0.0137], [0.9841, -4.7875, 0.8770], [5.3793, -1.3600, -0.0493], [-0.4808, 3.7386, 4.6906], [-3.0887, 1.3972, 1.4541], [-6.6828, -2.3432, 1.6740], [-3.5514, 2.2078, -0.8245], [-4.2943, 1.4454, -0.5879], [5.9564, -2.6055, 0.1042], [-1.4709, 3.7136, 2.1490], [0.0017, 5.8183, 4.9592], [2.1684, -2.3593, -0.6145], [0.4295, 7.9260, 4.9327], [2.0699, -6.2721, 2.0093], [-7.3717, -1.1167, 3.3169], [1.7634, 3.7694, -0.9531], [-7.3904, -3.1429, 1.8741], [-5.7377, 0.6913, 2.8288], [-1.6450, 1.0164, 3.1627], [-5.7718, -0.1975, 2.2080], [3.3648, 0.8255, 0.4437], [4.1472, -5.9824, 0.2644], [-0.1580, -0.9288, -5.8709], [1.7536, -5.9421, 1.0228], [1.2783, 5.6498, -0.0257], [2.8158, 3.0243, 1.4221], [-1.6323, -2.1834, -2.8101], [-1.6148, 0.7158, -4.4518], [-1.5783, -0.7441, -4.3458], [-0.6875, 0.9646, -2.2840], [0.7206, -2.0382, -2.5180], [-0.9141, 0.0969, 4.4005], [1.9799, -6.7956, -2.2404], [0.9374, -5.0724, -1.4544], [-2.4990, 3.4900, 2.4221], [1.3313, 4.0313, -1.9145], [1.5410, 1.3051, -3.5822], [0.6590, -4.7644, -2.4647], [3.1659, -4.4975, -0.3512], [1.7003, -6.2366, -1.3504], [-1.6487, 1.3186, -1.9042], [-1.5185, 0.9944, -5.5061], [0.0433, 7.0797, 4.3775], [3.2370, -2.3969, -0.4298], [-2.5794, 1.0693, -4.0795], [5.8650, -5.0743, 0.2044], [2.8010, 2.1901, 0.3125], [2.2867, 2.5565, -0.8647], [-0.2652, -1.1956, -4.8145], [2.2308, 4.9584, 2.1706], [0.6675, -0.9541, -2.6433], [-3.8867, -1.6267, -0.5280], [3.8219, -3.6403, -0.2590], [-0.4928, 2.2025, 2.4038], [0.1170, 1.4154, -1.7012], [5.1010, -6.1740, 0.3014], [1.4716, -0.4865, -2.0712], [0.7404, 0.8543, -4.1729], [2.7139, -7.5853, -0.0012], [4.0100, -1.2493, -0.3100], [-0.2137, -2.2823, -4.7176], [3.2081, 2.6638, 2.3641], [-2.8210, 0.7749, 2.6767], [-1.4624, -1.3334, 0.7777], [-0.6218, -0.4858, -2.1323], [0.5413, -4.2731, -0.3610], [0.3530, 5.6789, 5.9746], [3.7372, 0.5632, 1.4414], [-5.7863, -2.4847, 0.6349], [-1.4755, 3.9545, 1.0842], [7.0636, -5.1784, 0.3153], [-1.2486, 6.2821, 1.3512], [-0.5468, 1.3735, -3.6922], [-6.6848, -1.2056, 2.4844], [-0.3807, 8.2212, 2.6100], [-4.2907, 0.6573, -1.3429], [-5.2892, 1.9005, -0.5850], [-5.7700, -3.3849, 0.0305], [-4.0113, 0.8388, 0.7609], [1.7358, 4.6777, 0.1011], [0.8627, 1.1389, -5.2229], [0.7488, -4.2468, 1.7951]]
}

***

(x)
{
  "formula": "C41H41CsN8O3S2",
  "method": "ωB97M-V with the def2-TZVPD basis set",
  "orbital_gap_ev": 5.12,
  "homo_ev": -1.5,
  "charge": -2,
  "elements": ["H", "H", "C", "H", "S", "C", "C", "H", "C", "N", "H", "C", "H", "N", "C", "C", "C", "C", "H", "C", "H", "C", "C", "H", "H", "C", "H", "C", "H", "N", "O", "H", "H", "H", "N", "C", "C", "H", "C", "C", "C", "H", "H", "C", "H", "H", "C", "C", "C", "H", "H", "C", "H", "S", "H", "C", "H", "C", "C", "H", "N", "C", "C", "H", "C", "N", "H", "C", "Cs", "H", "H", "H", "H", "O", "C", "C", "C", "C", "H", "C", "H", "H", "O", "N", "H", "C", "H", "C", "N", "H", "C", "C", "C", "H", "H", "H"],
  "coordinates": [[-2.1816, -0.7364, -4.3337], [-0.2737, -3.1124, 4.5825], [-1.6246, -2.8958, 7.0219], [-1.8179, 4.7527, 7.9698], [1.9310, 3.3602, 2.1072], [-3.4995, -0.9866, 4.3943], [0.3680, 1.4450, -4.1388], [-3.4970, -5.1249, -2.0591], [-0.4431, 2.0102, 5.5930], [-3.2579, 0.6683, -0.4422], [0.9302, 3.5094, 4.9161], [-3.0235, 3.4356, -0.5444], [-1.3034, -1.5992, -2.5316], [-0.3440, -4.6459, -2.2178], [-2.0108, 2.7258, 7.2899], [-1.3381, -4.1501, -3.1767], [-3.1778, 1.3056, -1.5945], [-0.3650, 4.2606, 6.4612], [-0.3109, -5.8360, -0.5030], [-1.5520, -1.9601, 3.3535], [7.2033, -0.8366, 1.5440], [2.6255, -1.4594, 2.0317], [-3.0538, 2.6912, -1.7034], [-0.3340, -0.0134, 4.8584], [-2.0468, -0.1384, -6.6653], [-3.0894, 2.7731, 0.6784], [-1.7708, -5.0056, -3.7061], [1.5303, 1.7405, 2.4105], [-2.2965, -3.0291, 0.6212], [-2.4159, -3.3992, -2.5325], [-2.4075, -3.0374, 7.9259], [7.0818, -1.1611, -0.9187], [5.1112, -0.9197, 2.8722], [-2.9494, 3.1340, -2.6836], [-0.8256, -2.7128, -0.8257], [3.7512, -1.5409, -0.2108], [2.1682, -2.8724, 2.2955], [-2.5827, -1.6936, -1.3069], [0.2204, -3.4815, -1.5119], [-0.5655, 0.5263, -3.6160], [-3.1907, 1.3908, 0.6829], [-3.1874, 0.7033, -2.4897], [1.1737, 0.8770, 4.7540], [-1.3544, 0.3251, -5.9650], [0.9687, -3.8048, -0.7883], [-2.9978, 1.3009, 2.8541], [-1.1800, -2.5163, 4.5542], [-3.0957, 0.6747, 1.9613], [-1.0358, -5.4799, -1.2399], [1.2060, 2.5212, -5.8043], [-3.7505, -1.4662, 6.4759], [-3.0501, -4.2668, -1.5459], [0.2029, -2.9695, 6.4623], [-0.2003, 1.4307, 2.9074], [-2.8477, 2.4979, 7.9397], [-1.4109, -0.0054, -4.6097], [2.5917, -3.2314, 3.2399], [6.1776, -1.2162, -0.3193], [3.8512, -1.3254, 1.2020], [1.0815, -2.9447, 2.3568], [-2.9665, -0.5849, 2.0269], [0.0937, 0.9657, 4.6499], [-1.5057, -3.5927, 0.1194], [4.9065, -1.5922, -2.0150], [6.2543, -1.0304, 1.0594], [2.3681, 0.7653, 2.2724], [0.0823, 5.2474, 6.4569], [-1.8080, -2.2596, -1.8209], [0.8049, -0.0901, -0.1682], [2.5270, -3.5282, 1.5018], [0.7237, -2.8366, -2.2315], [-0.7854, -3.9472, 0.8635], [-1.9678, 0.7626, 6.4234], [2.6242, -1.7836, -0.7768], [-0.4129, 1.2417, -6.4161], [-3.1397, -1.5856, 5.5903], [0.1257, 3.2858, 5.6097], [5.0801, -1.0835, 1.7993], [-0.8407, -3.4990, -3.8976], [-1.9730, -2.3348, 5.6937], [-0.3524, 1.5095, -7.4661], [-2.9130, 4.5118, -0.5784], [-0.3306, -3.2577, 7.2132], [1.9021, -0.5261, 2.5296], [-3.0125, 3.3098, 1.6157], [-2.7037, -1.1658, 3.2636], [-3.8398, -3.7083, -1.0381], [-1.4351, 3.9854, 7.3072], [-2.1074, -4.7669, -0.5366], [-1.4696, -6.3452, -1.7517], [-1.5163, 1.7460, 6.4350], [0.4544, 1.8027, -5.4839], [4.9692, -1.4570, -0.9413], [-0.9621, -2.0461, 2.4514], [1.0819, 1.9235, -3.4655], [-4.4016, -0.3924, 4.3207]]
}

***

The energy of each structure relative to the most stable one, in hartree, is as follows: (w) 0.0000; (x) 0.0292.

***

(w)
{
  "formula": "C4H10NS2",
  "method": "ωB97M-V with the def2-TZVPD basis set",
  "orbital_gap_ev": 8.47,
  "homo_ev": -13.5,
  "charge": 1,
  "elements": ["C", "H", "H", "H", "H", "C", "H", "H", "H", "H", "H", "H", "C", "S", "N", "S", "C"],
  "coordinates": [[-0.8854, -1.6800, 0.3930], [2.7278, -0.6573, 1.9527], [2.6736, 1.0617, 1.4717], [0.9290, 2.4396, -1.0447], [-1.3264, -1.9450, 1.4181], [2.9201, 0.0109, 1.1835], [-1.5937, -2.2333, -0.2906], [-2.7535, 0.1548, -0.5446], [-2.2108, 1.3491, 0.7269], [-2.7207, -0.2042, 1.2067], [4.0311, -0.1234, 0.9788], [0.1619, -2.0819, 0.1642], [-0.0535, 0.5637, -0.1378], [2.0207, -0.3956, -0.3663], [-0.9430, -0.2584, 0.3249], [-0.3138, 2.2430, -0.4425], [-2.2257, 0.2900, 0.5111]]
}

***

(x)
{
  "formula": "C4H10NS2",
  "method": "ωB97M-V with the def2-TZVPD basis set",
  "orbital_gap_ev": 8.67,
  "homo_ev": -13.5,
  "charge": 1,
  "elements": ["H", "H", "H", "H", "C", "C", "C", "S", "H", "S", "H", "H", "N", "H", "H", "H", "C"],
  "coordinates": [[0.6177, 1.0521, -0.3788], [0.4450, -2.4727, -1.5177], [-2.5466, 3.0824, 1.1292], [-1.3579, -0.8294, -0.3250], [-1.6025, 2.7116, 0.7117], [0.4974, 0.6353, 0.6021], [0.3769, -2.0057, -0.5443], [1.4569, -0.5583, 1.3505], [2.4186, -2.4353, 0.1463], [-0.8982, 1.2959, 1.6334], [-0.2800, -0.5162, -1.7293], [-0.9617, 3.6677, 0.8427], [-0.4823, -0.8573, -0.7830], [2.2323, -0.8635, -0.9488], [-0.0669, -2.6620, 0.1759], [-1.6322, 2.3290, -0.2215], [1.7834, -1.5736, -0.1432]]
}

***

(y)
{
  "formula": "C4H10NS2",
  "method": "ωB97M-V with the def2-TZVPD basis set",
  "orbital_gap_ev": [7.01, 7.01],
  "homo_ev": [-11.3, -11.3],
  "charge": 1,
  "elements": ["C", "H", "S", "H", "H", "H", "H", "H", "N", "H", "H", "S", "H", "C", "C", "H", "C"],
  "coordinates": [[-0.6238, 1.5337, 1.0077], [-0.2810, -1.6485, -1.8143], [1.9827, 0.7155, -0.0256], [-2.5493, 0.3977, 1.2412], [-2.6937, 2.2004, 0.7221], [-0.3281, -0.6630, 2.5843], [0.3726, -2.7808, -0.5168], [-2.1468, 0.9048, -0.5086], [1.7650, -1.6322, -1.5362], [2.4718, -2.0710, -0.9972], [1.5285, 1.1706, -1.2938], [0.2201, 0.5768, 2.4552], [1.8888, -0.9698, -2.3089], [0.5309, -1.9635, -1.2773], [0.3130, 0.4419, 0.6088], [-0.3864, 2.5077, 1.0733], [-2.0643, 1.2796, 0.5861]]
}

***

(z)
{
  "formula": "C4H10NS2",
  "method": "ωB97M-V with the def2-TZVPD basis set",
  "orbital_gap_ev": 8.24,
  "homo_ev": -12.4,
  "charge": 1,
  "elements": ["H", "C", "H", "H", "H", "H", "C", "S", "N", "H", "C", "H", "H", "H", "H", "S", "C"],
  "coordinates": [[-2.5069, -0.3812, -0.6976], [0.9335, -0.2383, -0.0507], [1.3056, 0.4142, -2.2790], [-1.6159, 1.2804, 1.6185], [0.1630, 1.2122, 1.6992], [-1.5495, -1.4012, 0.4270], [-1.4667, -0.7087, -0.3671], [2.0950, 0.9979, 0.6831], [-0.7256, 0.7755, 1.5130], [-0.6939, 1.1103, -0.4809], [1.3305, -0.3517, -1.4431], [-1.1360, -0.0455, 2.0439], [1.0478, -1.3947, 0.7182], [2.4697, 1.5466, -0.4714], [-1.1784, -1.3688, -1.1022], [1.9969, -1.7296, -1.9186], [-0.4691, 0.2827, 0.1076]]
}

***

The energy of each structure relative to the most stable one, in hartree, is as follows: (w) 0.0319; (x) 0.0000; (y) 0.1051; (z) 0.0380.